Below is C34H39N4O4Sn as an isolated structure, with properties calculated with ωB97M-V/def2-TZVPD.

Values from the calculation:
Electronic energy = -55848.4685 eV
ΔE to the lowest compared entry with this formula, charge and spin = 0.0 kJ/mol
LUMO energy (alpha / beta) = -9.6 / -11.2 eV

The geometry in ORCA input format:
```
! wB97M-V def2-TZVPD RIJCOSX def2/J DEFGRID3
* xyz 3 1
Sn -1.096 0.699 1.849
C 0.416 -1.930 -5.025
C 0.373 -1.253 -3.705
C 1.516 -0.593 -3.176
C 1.481 0.043 -1.966
C 2.708 0.654 -1.489
N 2.846 1.319 -0.400
C 4.150 1.822 0.105
C 4.610 3.168 -0.468
C 4.033 4.409 0.214
N 2.669 4.725 -0.226
C 1.593 4.282 0.368
C 0.259 4.528 0.018
C -0.137 5.583 -0.851
C -1.451 5.861 -1.093
C -1.902 7.008 -1.955
C -2.398 5.027 -0.459
C -2.069 3.966 0.360
C -3.156 3.173 0.919
N -3.042 2.024 1.456
C -4.281 1.357 1.890
C -4.705 0.323 0.857
C -3.740 -0.853 0.757
N -2.434 -0.442 0.207
C -2.174 -0.824 -0.972
C -0.903 -0.666 -1.698
C -0.805 -1.268 -2.925
C 0.253 0.055 -1.172
O 0.232 0.678 -0.095
C -0.704 3.686 0.650
O -0.344 2.745 1.450
H 1.340 -1.736 -5.563
H -0.430 -1.618 -5.643
H 0.316 -3.013 -4.890
H 2.434 -0.601 -3.754
H 3.603 0.511 -2.091
H 2.003 1.422 0.171
H 4.889 1.054 -0.117
H 4.055 1.873 1.189
H 4.421 3.206 -1.545
H 5.693 3.197 -0.346
H 4.656 5.275 0.003
H 4.016 4.283 1.297
H 2.571 5.309 -1.047
H 1.757 3.640 1.229
H 0.615 6.230 -1.290
H -1.055 7.547 -2.374
H -2.498 7.716 -1.378
H -2.524 6.659 -2.780
H -3.451 5.235 -0.626
H -4.152 3.619 0.839
H -5.076 2.086 2.054
H -4.087 0.867 2.847
H -4.808 0.802 -0.121
H -5.686 -0.070 1.129
H -4.157 -1.657 0.151
H -3.547 -1.269 1.748
H -2.926 -1.394 -1.522
H -1.671 -1.790 -3.320
C 2.103 -7.770 2.474
C 1.399 -6.497 2.170
C 1.206 -6.080 0.832
C 0.506 -4.945 0.534
C 0.219 -4.562 -0.886
C 0.080 -4.120 1.625
C 0.177 -4.568 2.987
C -0.451 -3.779 4.092
C 0.879 -5.713 3.228
C -0.565 -2.803 1.356
O -1.700 -3.022 0.897
O -0.027 -1.712 1.647
H 2.238 -8.388 1.590
H 1.566 -8.334 3.238
H 3.091 -7.548 2.891
H 1.589 -6.700 0.031
H 0.738 -5.229 -1.571
H 0.532 -3.532 -1.085
H -0.852 -4.616 -1.082
H -1.521 -3.654 3.912
H -0.009 -2.783 4.154
H -0.320 -4.284 5.045
H 1.019 -6.051 4.247
*
```

Löwdin population analysis, charges in e, atoms 1 to 2: 1.480, 0.003


Below is C34H39N5O2P2PbS2 as an isolated structure at a distorted geometry, with properties calculated with ωB97M-V/def2-TZVPD.

Values from the calculation:
Electronic energy = -92910.2783 eV
LUMO energy (alpha / beta) = -9.3 / -9.3 eV

The geometry in ORCA input format:
```
! wB97M-V def2-TZVPD RIJCOSX def2/J DEFGRID3
* xyz 2 1
Pb 0.070 1.233 -0.312
C -1.974 1.692 -7.099
C -2.120 0.385 -6.879
C -1.167 -0.629 -7.436
C 0.348 -0.269 -7.372
C 0.785 0.511 -6.172
C 0.755 1.842 -6.068
C 0.420 2.645 -7.295
C -0.935 2.300 -7.988
C 1.961 1.066 0.899
H -2.711 2.406 -6.729
H -3.065 -0.008 -6.480
H -1.434 -0.801 -8.494
H -1.298 -1.599 -6.935
H 0.903 -1.222 -7.325
H 0.654 0.180 -8.331
H 1.310 -0.100 -5.439
H 1.095 2.384 -5.177
H 1.216 2.504 -8.050
H 0.391 3.716 -7.055
H -1.355 3.257 -8.340
H -0.754 1.716 -8.907
H 1.709 1.687 1.773
H 2.802 1.468 0.328
H 2.157 0.043 1.223
P 1.576 -0.428 -1.988
P -1.672 -1.106 -1.739
N 2.677 0.764 -2.705
N 2.745 -1.652 -1.598
N -2.284 0.346 -2.537
N -3.200 -1.939 -1.697
C 0.664 -1.155 -3.361
C -0.644 -1.914 -3.029
C 2.882 2.076 -2.242
C 3.871 2.665 -3.006
C 4.294 1.703 -3.976
C 3.548 0.549 -3.777
C 3.818 -1.463 -0.705
C 4.467 -2.675 -0.536
C 3.771 -3.651 -1.333
C 2.707 -3.009 -1.943
C -2.487 1.594 -1.930
C -2.929 2.489 -2.886
C -3.068 1.765 -4.102
C -2.624 0.471 -3.876
C -4.112 -2.299 -2.700
C -5.098 -3.097 -2.133
C -4.814 -3.208 -0.728
C -3.673 -2.468 -0.477
H 1.342 -1.788 -3.954
H 0.377 -0.308 -3.992
H -1.228 -2.074 -3.948
H -0.372 -2.907 -2.636
H 2.314 2.479 -1.410
H 4.235 3.677 -2.878
H 5.055 1.850 -4.729
H 3.558 -0.409 -4.285
H 3.998 -0.488 -0.275
H 5.327 -2.848 0.097
H 4.024 -4.696 -1.431
H 1.922 -3.378 -2.585
H -2.344 1.722 -0.858
H -3.125 3.545 -2.751
H -3.440 2.145 -5.037
H -2.530 -0.380 -4.539
H -3.982 -1.953 -3.719
H -5.928 -3.561 -2.650
H -5.380 -3.774 0.002
H -3.129 -2.244 0.432
O -0.285 2.814 4.650
S 0.131 1.459 4.406
O 1.463 1.036 4.765
N -0.219 1.083 2.782
C -0.803 -0.098 2.674
S -0.741 -0.967 1.212
C -1.398 -0.577 3.930
C -2.240 -1.661 4.177
C -2.660 -1.931 5.479
C -2.249 -1.116 6.549
C -1.382 -0.038 6.308
C -1.009 0.236 4.992
H -2.558 -2.245 3.318
H -3.319 -2.774 5.673
H -2.613 -1.319 7.563
H -1.012 0.598 7.112
*
```

Löwdin population analysis, charges in e, atoms 1 to 2: 1.088, -0.106


Below is C34H39N5O2P2RuS2 as an isolated structure at a distorted geometry, with properties calculated with ωB97M-V/def2-TZVPD.

Values from the calculation:
Electronic energy = -90245.0236 eV
ΔE to the lowest compared entry with this formula, charge and spin = 0.0 kJ/mol
Expectation value of S² = 6.0462
LUMO energy (alpha / beta) = -5.7 / -9.2 eV

The geometry in ORCA input format:
```
! wB97M-V def2-TZVPD RIJCOSX def2/J DEFGRID3
* xyz 2 5
Ru -1.518 -2.398 1.436
C -2.153 -3.072 -0.765
C -0.829 -2.658 -0.555
C -0.332 -1.304 -1.011
C -0.609 -0.087 -0.109
C -1.524 -0.330 1.066
C -2.867 -0.726 0.870
C -3.494 -0.870 -0.495
C -3.275 -2.218 -1.238
C -2.458 -2.334 3.212
H -2.351 -4.150 -0.809
H -0.068 -3.450 -0.492
H -0.715 -1.090 -2.022
H 0.760 -1.422 -1.095
H 0.350 0.289 0.283
H -0.995 0.728 -0.744
H -1.238 0.120 2.020
H -3.577 -0.574 1.690
H -3.188 -0.042 -1.151
H -4.582 -0.759 -0.365
H -4.201 -2.814 -1.157
H -3.160 -2.010 -2.317
H -3.553 -2.340 3.071
H -2.186 -1.365 3.658
H -2.195 -3.157 3.892
P 1.645 3.603 0.609
P 3.353 1.325 -1.361
N 0.360 4.790 0.440
N 2.633 4.706 1.704
N 2.450 1.453 -2.873
N 4.862 0.777 -2.167
C 2.545 4.050 -0.946
C 3.761 3.146 -1.239
C -0.955 4.489 0.831
C -1.744 5.616 0.640
C -0.896 6.655 0.136
C 0.379 6.120 0.008
C 3.071 4.283 2.964
C 3.841 5.291 3.540
C 3.884 6.375 2.610
C 3.146 5.986 1.496
C 1.226 0.785 -2.968
C 0.593 1.146 -4.144
C 1.442 2.086 -4.804
C 2.558 2.276 -3.995
C 5.445 1.088 -3.403
C 6.744 0.586 -3.434
C 6.980 -0.057 -2.174
C 5.823 0.073 -1.419
H 2.900 5.091 -0.891
H 1.811 3.983 -1.765
H 4.260 3.479 -2.166
H 4.498 3.213 -0.421
H -1.183 3.496 1.188
H -2.805 5.690 0.823
H -1.184 7.670 -0.108
H 1.279 6.580 -0.373
H 2.792 3.307 3.330
H 4.321 5.255 4.505
H 4.390 7.324 2.731
H 2.964 6.535 0.584
H 0.939 0.119 -2.180
H -0.365 0.773 -4.476
H 1.255 2.565 -5.753
H 3.414 2.920 -4.137
H 4.902 1.609 -4.172
H 7.438 0.674 -4.256
H 7.892 -0.546 -1.869
H 5.575 -0.270 -0.427
O -5.745 -4.856 -0.115
S -5.255 -4.823 1.249
O -6.019 -4.124 2.244
N -3.677 -4.342 1.277
C -2.806 -5.254 1.686
S -1.211 -4.698 1.833
C -3.433 -6.538 2.013
C -2.902 -7.738 2.510
C -3.770 -8.790 2.833
C -5.164 -8.659 2.658
C -5.694 -7.468 2.143
C -4.814 -6.438 1.826
H -1.822 -7.819 2.628
H -3.372 -9.731 3.224
H -5.835 -9.482 2.918
H -6.760 -7.320 1.983
*
```

Löwdin population analysis, charges in e, atoms 1 to 2: 1.173, -0.148


Below is C34H39N9O2Sn as an isolated structure, with properties calculated with ωB97M-V/def2-TZVPD.

Values from the calculation:
Electronic energy = -59215.0995 eV
ΔE to the lowest compared entry with this formula, charge and spin = 39.5 kJ/mol
LUMO energy = -8.4 eV

The geometry in ORCA input format:
```
! wB97M-V def2-TZVPD RIJCOSX def2/J DEFGRID3
* xyz 2 1
Sn 0.207 0.049 0.550
O -1.692 3.709 1.903
C -0.889 2.863 1.592
N -0.837 1.528 1.938
C -1.830 0.980 2.742
O -2.903 1.443 3.043
C -1.419 -0.360 3.317
C -2.171 -0.935 4.330
C -1.741 -2.134 4.873
C -0.572 -2.714 4.391
C 0.106 -2.077 3.371
N -0.314 -0.924 2.837
C 0.282 3.264 0.717
C 0.536 4.604 0.479
C 1.590 4.943 -0.354
C 2.351 3.932 -0.926
C 2.031 2.621 -0.638
N 1.017 2.293 0.173
H -3.062 -0.427 4.671
H -2.300 -2.607 5.671
H -0.189 -3.637 4.806
H 1.027 -2.489 2.965
H -0.097 5.342 0.951
H 1.815 5.982 -0.555
H 3.183 4.154 -1.580
H 2.604 1.797 -1.050
N 3.515 -1.719 0.477
C 3.297 -0.952 1.619
C 4.205 -1.142 2.669
C 4.082 -0.399 3.817
C 3.062 0.546 3.909
C 2.200 0.661 2.853
N 2.285 -0.085 1.724
C 3.154 -1.515 -0.850
C 3.876 -2.180 -1.851
C 3.517 -1.983 -3.162
C 2.447 -1.135 -3.463
C 1.794 -0.538 -2.413
N 2.135 -0.721 -1.127
H 4.282 -2.362 0.583
H 5.010 -1.857 2.557
H 4.784 -0.536 4.630
H 2.938 1.165 4.786
H 1.373 1.361 2.884
H 4.709 -2.823 -1.592
H 4.067 -2.475 -3.954
H 2.145 -0.948 -4.484
H 0.945 0.122 -2.575
N -2.495 -1.975 0.756
N -1.445 -2.917 0.481
H -3.267 -2.416 1.246
H -2.849 -1.638 -0.129
H -1.811 -3.765 0.056
H -1.046 -3.188 1.370
C -1.308 -4.449 -2.809
C -2.070 -3.215 -3.217
C -3.110 -3.293 -4.161
C -3.895 -2.197 -4.599
C -4.995 -2.391 -5.612
C -3.617 -0.967 -4.079
C -2.550 -0.806 -3.109
C -1.802 -1.981 -2.696
N -2.150 0.280 -2.526
C -2.650 1.632 -2.720
C -2.419 2.074 -4.185
C -1.824 2.535 -1.803
C -4.135 1.755 -2.315
H -0.920 -4.974 -3.683
H -1.960 -5.147 -2.280
H -0.472 -4.192 -2.160
H -3.335 -4.269 -4.585
H -5.131 -3.442 -5.857
H -4.765 -1.857 -6.535
H -5.941 -2.004 -5.234
H -4.202 -0.120 -4.399
H -1.027 -1.834 -1.950
H -1.354 2.063 -4.422
H -2.783 3.096 -4.287
H -2.939 1.447 -4.906
H -0.761 2.432 -2.032
H -1.992 2.264 -0.759
H -2.108 3.580 -1.933
H -4.810 1.202 -2.964
H -4.403 2.809 -2.362
H -4.277 1.417 -1.287
*
```

Löwdin population analysis, charges in e, atoms 1 to 2: 1.298, 0.124